The following is a quantum chemistry calculation of a cluster of 2 separate species, C28H48N2O7 in total in a non-equilibrium geometry, from the OMol25 dataset.

## Properties
SMILES ... CCCN[C@]1(CCC(=O)O)OC(=O)O[C@]1(CC=O)CCCCCCCCCCCCn1cccc1.CO
Frontier orbital gap ... 8.51 eV
LUMO level ... 0.22 eV
Relative energy (zero: lowest compared OMol25 entry of this formula, charge and spin) ... 0.0 kcal per mole
Total energy ... -47125.8813 eV

Last column: Mulliken charge in e.
Geometry (Å):
1 C 2.56930 1.30867 2.91770  -1.4103
2 C 3.48471 0.11664 2.58075  -0.1767
3 C 4.96648 0.48800 2.42124  -0.0294
4 N 5.33725 1.00793 1.10351  0.1067
5 C 5.75234 0.02839 0.14285  -0.6275
6 C 6.91389 -0.93320 0.52533  -1.1836
7 C 8.08932 -0.18478 1.16119  -0.9726
8 C 8.29148 -0.57830 2.62335  0.5047
9 O 8.01799 -1.66394 3.06308  -0.5058
10 O 8.81476 0.38855 3.45981  -0.5472
11 O 6.41224 0.86981 -0.85553  -0.5159
12 C 6.35453 0.33874 -2.09478  0.6420
13 O 7.03766 0.59344 -3.04757  -0.5862
14 O 5.31302 -0.55060 -2.09211  -0.4683
15 C 4.66466 -0.60120 -0.81754  1.3731
16 C 4.21067 -1.99920 -0.43446  -0.2384
17 C 3.61443 -2.84533 -1.56501  -0.3616
18 O 4.12674 -3.04827 -2.63610  -0.4448
19 C 3.55754 0.46119 -0.97369  -0.0915
20 C 2.47133 0.07998 -2.02074  -1.5564
21 C 1.09715 -0.09265 -1.31746  -0.4367
22 C 0.41688 1.28440 -1.21812  -0.7365
23 C -1.07027 1.19708 -0.82795  -0.4100
24 C -1.60944 2.45283 -0.12173  -0.7153
25 C -2.86827 2.11659 0.70971  -0.8041
26 C -4.16297 2.19943 -0.12474  -0.1081
27 C -5.41110 2.02951 0.78015  -1.0051
28 C -6.34441 0.90637 0.23997  0.0005
29 C -7.09599 0.25380 1.41131  -0.7219
30 C -8.37912 -0.48347 1.03012  -0.7369
31 N -8.17315 -1.78829 0.41848  0.2972
32 C -7.06670 -2.25956 -0.19218  -0.1541
33 C -7.23218 -3.49906 -0.67837  -0.6733
34 C -8.58015 -3.85192 -0.30459  -0.4830
35 C -9.07953 -2.80003 0.34637  -0.5695
36 H 1.56930 0.90138 3.09337  0.3848
37 H 2.47210 1.91448 2.00975  0.2357
38 H 2.91149 1.89606 3.76805  0.3892
39 H 3.42925 -0.59590 3.41355  0.5831
40 H 3.05026 -0.39513 1.72098  -0.4481
41 H 5.15383 1.29817 3.13660  0.5382
42 H 5.56891 -0.36249 2.77085  0.0371
43 H 6.01031 1.75562 1.16317  0.5313
44 H 7.24144 -1.46935 -0.36772  0.6954
45 H 6.49633 -1.69245 1.19414  0.5798
46 H 9.00831 -0.38865 0.60900  0.4413
47 H 7.94215 0.89693 1.15346  0.3081
48 H 8.18641 1.11022 3.57703  0.3427
49 H 5.02780 -2.59506 -0.01305  0.6486
50 H 3.45539 -1.96010 0.35491  0.0452
51 H 2.64526 -3.35552 -1.34952  0.3768
52 H 3.98362 1.41671 -1.27733  0.8030
53 H 3.04324 0.66641 -0.03442  -0.7961
54 H 2.73831 -0.76348 -2.65877  0.7026
55 H 2.35212 0.93596 -2.68942  0.5109
56 H 1.23313 -0.41866 -0.27700  0.2270
57 H 0.44700 -0.82274 -1.80681  0.4814
58 H 0.94070 1.94974 -0.52159  0.2761
59 H 0.45600 1.76943 -2.19996  0.4048
60 H -1.31704 0.32475 -0.21427  0.3389
61 H -1.64124 1.10038 -1.75672  -0.1334
62 H -0.87378 2.91962 0.54334  0.4934
63 H -1.92364 3.22762 -0.82995  0.3375
64 H -2.99364 2.81488 1.54530  0.3705
65 H -2.79302 1.09988 1.11081  0.3554
66 H -4.10213 1.40558 -0.87840  -0.1014
67 H -4.21333 3.14365 -0.67734  0.4606
68 H -5.99062 2.94969 0.86169  0.3259
69 H -5.04072 1.67143 1.74567  0.4547
70 H -5.70072 0.21085 -0.29915  0.0357
71 H -7.05553 1.30418 -0.49259  0.1856
72 H -7.40322 1.07549 2.07089  0.4183
73 H -6.42114 -0.36028 2.01573  0.3451
74 H -8.99568 -0.64981 1.91655  0.4370
75 H -8.93456 0.15580 0.33430  0.2587
76 H -6.10894 -1.77943 -0.32592  0.2379
77 H -6.52583 -4.09553 -1.22755  0.4460
78 H -9.07105 -4.78490 -0.52835  0.4040
79 H -10.08085 -2.78539 0.75304  0.3528
80 C -3.92139 0.00456 -4.21326  -0.6068
81 O -3.28055 -0.56594 -3.07515  -0.4320
82 H -4.06854 1.06512 -4.02298  0.2311
83 H -3.29796 -0.11647 -5.10268  0.2883
84 H -4.89286 -0.46724 -4.38038  0.2936
85 H -3.15580 -1.50163 -3.25417  0.2503

The following is a quantum chemistry calculation of a structure of composition C58H35BiI4N7O5 in a non-equilibrium geometry, from the OMol25 dataset.

## Properties
Frontier orbital gap ... 5.44 eV
LUMO level ... 0.05 eV
Relative energy (zero: lowest compared OMol25 entry of this formula, charge and spin) ... 19.7 kcal per mole
Charge ... -1
Total energy ... -119627.8356 eV

Last column: Mulliken charge in e.
Geometry (Å):
1 Bi -0.32659 0.37819 0.27262  3.6454
2 I 8.34635 -0.96759 -3.52568  0.0460
3 C 6.64988 -0.63069 -2.32147  -0.0879
4 C 6.73703 -0.81399 -0.95268  -0.8716
5 C 5.62157 -0.59509 -0.15958  -0.3698
6 C 4.41301 -0.18256 -0.72033  -0.3010
7 C 4.36420 0.01945 -2.10348  0.0178
8 C 5.46712 -0.21532 -2.90709  -0.8031
9 C 3.16856 0.08680 0.03737  1.0577
10 C 2.62107 1.38354 -0.10960  0.1063
11 C 3.45004 2.52942 -0.32669  -1.4992
12 C 2.73699 3.62216 0.05728  -1.5319
13 C 1.43158 3.17141 0.43256  0.1408
14 C 0.40771 3.97885 0.93006  0.8875
15 C 0.74926 5.36289 1.35169  -0.4642
16 C 0.69644 5.64546 2.71884  -0.1881
17 C 1.06381 6.89261 3.19782  -0.8035
18 C 1.46349 7.86805 2.29831  -0.0527
19 I 2.03204 9.76609 3.02381  0.0540
20 C 1.49366 7.62232 0.93761  -0.7135
21 C 1.15000 6.36095 0.47070  -0.1000
22 C -0.89608 3.54438 1.21505  -0.3301
23 N -1.32644 2.25995 1.21075  1.0197
24 C -2.63725 2.25928 1.58110  -0.1544
25 C -3.33056 1.13488 2.05897  1.2791
26 C -4.78096 1.27432 2.37408  -1.1370
27 C -5.77047 0.98417 1.44406  -0.1673
28 C -7.11311 1.06420 1.79094  -0.6533
29 C -7.46087 1.44488 3.07448  -0.0959
30 I -9.49400 1.53837 3.62518  0.0641
31 C -6.49163 1.76403 4.01217  -0.7487
32 C -5.15593 1.67661 3.65582  0.3076
33 C -2.67357 -0.00075 2.55178  0.4434
34 C -3.25521 -1.01805 3.39613  -1.6665
35 C -2.22423 -1.75056 3.88654  -1.6207
36 C -1.01250 -1.21162 3.29805  -0.2304
37 N -1.32439 -0.18222 2.49006  0.4713
38 C 0.28522 -1.73701 3.50516  0.7739
39 C 1.38395 -1.50538 2.66326  0.0750
40 C 2.66563 -2.15470 2.78648  -1.3558
41 C 3.41835 -1.77093 1.72677  -1.8691
42 C 2.65514 -0.79506 1.00003  -0.2078
43 N 1.42112 -0.67345 1.57350  1.1710
44 C 0.45700 -2.55112 4.73504  -0.0120
45 C 0.99001 -3.83960 4.76143  -0.3280
46 C 1.17485 -4.51918 5.95664  -0.7130
47 C 0.80159 -3.91968 7.14615  -0.0926
48 I 1.09859 -4.93704 8.96809  0.0591
49 C 0.23327 -2.65684 7.15358  -0.7280
50 C 0.06954 -1.98330 5.95502  -0.2737
51 C -3.08937 3.61707 1.70937  -1.6220
52 C -1.99982 4.41186 1.52985  -1.5549
53 N 1.38435 1.80311 0.29180  0.9763
54 H 7.67205 -1.11517 -0.49976  0.3792
55 H 5.72026 -0.70229 0.91197  0.5539
56 H 3.44004 0.31592 -2.57042  0.3568
57 H 5.38420 -0.07860 -3.97644  0.4492
58 H 4.48078 2.49049 -0.63914  0.5632
59 H 3.08344 4.64091 0.09626  0.6332
60 H 0.38935 4.86283 3.40164  0.5846
61 H 1.04793 7.09934 4.25907  0.3770
62 H 1.77085 8.40366 0.24339  0.3818
63 H 1.17272 6.16148 -0.59361  0.5319
64 H -5.49713 0.68072 0.44090  0.5890
65 H -7.87911 0.83029 1.06430  0.4048
66 H -6.77233 2.07360 5.00977  0.3828
67 H -4.38475 1.91498 4.37834  0.5166
68 H -4.30961 -1.13524 3.58972  0.6062
69 H -2.27924 -2.59988 4.54814  0.6372
70 H 2.96981 -2.80912 3.58424  0.6711
71 H 4.42310 -2.08895 1.51059  0.8019
72 H 1.23377 -4.34137 3.83432  0.6069
73 H 1.60314 -5.51228 5.95443  0.3818
74 H -0.07533 -2.19355 8.08070  0.3770
75 H -0.34756 -0.98490 5.95852  0.5309
76 H -4.09455 3.91639 1.96006  0.6327
77 H -1.94296 5.48684 1.58125  0.6733
78 O -3.74286 3.30215 -5.53322  -0.7294
79 C -2.65906 2.70517 -5.66378  0.4398
80 O -1.99818 2.37344 -6.65798  -0.7097
81 C -2.00800 2.29709 -4.29015  0.1092
82 C -2.48484 2.86248 -3.11264  -1.1447
83 C -1.92213 2.49150 -1.90832  -0.6074
84 N -0.94602 1.57945 -1.82620  0.5564
85 C -0.48477 1.02156 -2.94993  0.4217
86 C -0.97410 1.37615 -4.20093  -0.9937
87 C 0.60534 -0.04095 -2.82839  0.0448
88 O 1.18775 -0.37556 -3.85462  -0.7895
89 O 0.84425 -0.49771 -1.64939  -0.4113
90 H -3.28761 3.58518 -3.16811  0.5478
91 H -2.25637 2.92434 -0.97265  0.4555
92 H -0.54440 0.93485 -5.08832  0.6527
93 C 2.70194 1.95359 3.63008  -0.4319
94 O 1.29019 1.93410 3.53731  -0.5105
95 H 3.09947 0.98604 3.95789  0.1900
96 H 2.96442 2.71349 4.36586  0.4012
97 H 3.17388 2.21932 2.67700  0.0631
98 H 1.04925 1.28239 2.86561  -0.1965
99 N -4.71238 -2.07326 -5.25886  -0.4997
100 C -4.08083 -2.08994 -4.29927  -0.1024
101 C -3.32578 -2.20772 -3.09005  0.3439
102 C -2.73617 -3.43190 -2.77648  -0.3623
103 C -2.05017 -3.55358 -1.58296  -1.1759
104 C -1.98460 -2.45101 -0.74760  -0.0490
105 N -2.54552 -1.27909 -1.03694  -0.0218
106 C -3.19644 -1.15372 -2.18625  -0.2534
107 H -2.82242 -4.26240 -3.46354  0.4940
108 H -1.57245 -4.48371 -1.30981  0.4606
109 H -1.45887 -2.50584 0.20274  0.3634
110 H -3.63103 -0.18239 -2.39901  0.5738

The following is a quantum chemistry calculation of a structure of composition C12H21ClO2Ta in a non-equilibrium geometry, from the OMol25 dataset.

## Properties
Frontier orbital gap ... 7.23 eV
LUMO level ... 2.49 eV
Charge ... -1
Total energy ... -30935.6081 eV

Last column: natural (NBO) charge in e.
Geometry (Å):
1 C 2.76163 2.09880 1.52195  -0.6437
2 C 3.34682 2.16260 -0.03085  -0.4302
3 C 2.22691 1.63086 -1.15340  -0.7046
4 Cl 2.64038 2.26546 -2.85769  -0.1266
5 Ta 2.15561 -0.71677 -1.11496  2.2910
6 C -0.00554 -0.72588 -0.28451  -1.0423
7 C -1.11119 0.06938 -1.19668  -0.4556
8 C -2.54932 0.14982 -0.36065  0.0210
9 C -2.77878 -0.49546 1.14475  -0.2530
10 C -4.21929 -0.40061 1.98253  -0.2375
11 C -5.51746 0.36505 1.33590  -0.2729
12 C -5.31312 1.03937 -0.16239  -0.2442
13 C -3.87915 0.93195 -1.00341  -0.2450
14 C 2.23764 -3.03441 -0.83986  -0.6495
15 O 1.46144 -3.53610 0.30673  -0.3126
16 O 2.02067 -3.24576 1.44739  -0.4410
17 H 2.77599 3.15829 2.06191  0.1995
18 H 3.45734 1.32735 2.09835  0.2227
19 H 1.67706 1.63128 1.52113  0.2165
20 H 4.25484 1.42564 -0.09400  0.2243
21 H 3.68060 3.26701 -0.22685  0.1918
22 H 1.19468 2.08141 -0.81404  0.2053
23 H 1.57589 -0.82976 -2.86537  -0.5050
24 H 3.95683 -0.68819 -1.59543  -0.4393
25 H 2.74596 -0.58615 0.66904  -0.4759
26 H 0.02634 -0.15831 0.76533  0.2238
27 H -0.44991 -1.79205 -0.04789  0.2399
28 H -0.77646 1.18175 -1.47207  0.2293
29 H -1.29805 -0.45136 -2.25465  0.2331
30 H -1.91245 -1.06891 1.72238  0.2400
31 H -4.27575 -0.89463 3.06300  0.2225
32 H -6.50384 0.39358 1.96520  0.2245
33 H -6.26701 1.57444 -0.62831  0.2185
34 H -3.85448 1.42505 -2.07783  0.2283
35 H 3.34609 -3.43406 -0.69204  0.1951
36 H 1.73533 -3.51238 -1.81013  0.2062
37 H 1.43376 -2.60831 1.97744  0.4458

The following is a quantum chemistry calculation of the molecule C3H4NP in a non-equilibrium geometry, from the OMol25 dataset.

## Properties
SMILES ... C#P=CN=C
Frontier orbital gap ... 9.05 eV
LUMO level ... 0.26 eV
Relative energy (zero: lowest compared OMol25 entry of this formula, charge and spin) ... 66.5 kcal per mole
Total energy ... -13950.4577 eV

Last column: natural (NBO) charge in e.
Geometry (Å):
1 C -0.73405 1.24298 -0.12564  -0.7567
2 P -1.90783 0.16566 0.06614  0.5317
3 C -0.66061 -1.36784 -0.05046  -0.0747
4 N 0.54742 -1.10083 -0.06897  -0.4142
5 C 1.11992 0.11846 0.03948  -0.1771
6 H -0.50139 2.33397 -0.22243  0.2294
7 H -1.10332 -2.45627 -0.04926  0.2081
8 H 1.93616 0.68610 -0.65430  0.2405
9 H 1.30370 0.37777 1.06543  0.2129

The calculation returns the following highest occupied orbital energy values, one per record and in order: -8.294; -5.392; -4.734; -8.790 eV.